Record 1
Density functional theory data (ωB97M-V/def2-TZVPD) for 9 unconnected molecules or ions with the total composition C53H119N5O13 in a non-equilibrium geometry.

XYZ file:
```
190
Properties=species:S:1:pos:R:3
C -0.77050 1.16241 5.16386
C -1.25967 0.02210 6.10093
C -1.42127 0.67716 7.46764
C -2.69146 -0.38920 5.66194
C -2.74449 -1.23877 4.45220
C -1.95872 -2.51236 4.70559
C -0.48567 -2.27508 5.17759
C -0.07195 -3.60297 5.81615
C 0.39562 -1.94642 3.99090
N -0.47213 -1.20593 6.19241
O 0.86924 -0.88190 6.58697
H 0.24869 1.43300 5.44601
H -0.74617 0.86368 4.11297
H -1.41716 2.03520 5.22085
H -0.43285 0.97480 7.82143
H -2.06382 1.54868 7.34372
H -1.90794 0.06134 8.22663
H -3.15240 -0.92643 6.50276
H -3.33926 0.49119 5.58868
H -3.73334 -1.54957 4.10916
H -2.25808 -0.70491 3.62457
H -1.86377 -3.04901 3.75898
H -2.46940 -3.15604 5.42426
H -0.54956 -4.40215 5.24859
H -0.52607 -3.65389 6.80870
H 1.00579 -3.72439 5.90934
H 1.43494 -2.24278 4.17324
H 0.45050 -0.90690 3.66906
H 0.19312 -2.54408 3.09512
H 0.87540 -1.24520 7.47953
C 3.22727 7.37422 -2.18129
C 2.50561 7.08115 -0.85834
C 1.16971 7.80785 -0.90393
C 2.21061 5.53873 -0.94509
C 1.93379 4.94163 0.41361
C 3.05948 5.24817 1.38368
C 3.28110 6.75027 1.59092
C 2.18221 7.38873 2.47423
C 4.62444 6.80138 2.32639
N 3.38212 7.40567 0.29192
O 3.68916 8.77292 0.36967
H 4.23186 6.94742 -2.24939
H 2.68636 6.94891 -3.02774
H 3.39870 8.44130 -2.34211
H 0.68011 7.91274 0.06782
H 1.31603 8.83852 -1.24200
H 0.42972 7.35559 -1.56231
H 1.28801 5.39776 -1.50761
H 3.08003 4.99791 -1.32461
H 1.05574 5.43150 0.85201
H 1.82018 3.86875 0.24373
H 3.97978 4.81288 0.97483
H 2.90160 4.66348 2.29210
H 1.29865 7.72430 1.93031
H 2.56472 8.29444 2.95825
H 1.86729 6.76371 3.31102
H 4.76490 6.14198 3.18370
H 4.89755 7.78815 2.71274
H 5.39410 6.54855 1.59342
H 2.91605 9.17302 0.81040
C -0.69156 0.99586 -2.15462
C 0.67980 0.30123 -2.32380
C 0.97681 0.37905 -3.81307
C 1.79898 1.10440 -1.65282
C 1.83416 0.94702 -0.14081
C 1.80786 -0.51606 0.25433
C 0.71708 -1.37885 -0.42090
C 1.13407 -2.81181 -0.23657
C -0.62958 -1.10029 0.29186
N 0.66095 -1.09243 -1.86717
O -0.26065 -1.91080 -2.54944
H -1.50256 0.47610 -2.67580
H -1.01874 0.94842 -1.11558
H -0.70190 2.01135 -2.55126
H 0.39775 -0.30120 -4.44360
H 0.92293 1.37507 -4.24637
H 2.00253 0.00338 -3.93772
H 2.76430 0.84154 -2.08221
H 1.56224 2.16696 -1.75947
H 2.76146 1.38064 0.24680
H 1.04926 1.46934 0.41658
H 1.75070 -0.57176 1.34243
H 2.76254 -0.94654 -0.06858
H 1.15196 -3.12479 0.81249
H 2.16260 -2.97544 -0.56608
H 0.46336 -3.53043 -0.71011
H -0.96290 -1.88153 0.97798
H -1.41696 -0.95630 -0.45187
H -0.73176 -0.19010 0.89345
H 0.27305 -2.22295 -3.29031
C -3.50615 3.40555 3.00561
C -3.35310 3.61930 1.50598
C -2.28080 2.67366 0.92395
C -4.73674 3.41332 0.88032
C -4.86535 3.92809 -0.54360
C -4.57606 5.42790 -0.52306
C -3.20811 5.71969 0.07273
C -2.12376 5.51793 -1.01621
C -3.14153 7.22509 0.39757
N -2.99620 5.05752 1.39174
O -1.70295 5.33918 1.89587
H -3.78698 2.37287 3.26063
H -2.60355 3.58131 3.59188
H -4.34410 3.94029 3.45791
H -2.74239 1.73498 0.61716
H -1.72671 3.14683 0.11325
H -1.50105 2.43847 1.65293
H -4.94404 2.33644 0.82760
H -5.59095 3.73345 1.48213
H -4.19315 3.39104 -1.21707
H -5.88943 3.80120 -0.89854
H -5.37247 5.86307 0.08696
H -4.63557 5.80886 -1.54360
H -1.13381 5.45736 -0.56141
H -2.18544 6.39534 -1.65968
H -2.29212 4.62941 -1.62886
H -2.12861 7.63575 0.41797
H -3.51808 7.39449 1.40873
H -3.70179 7.81656 -0.32793
H -1.93308 5.79615 2.71199
C 2.02795 -6.59304 1.81060
C 3.31479 -7.28920 2.24746
C 3.69047 -6.67924 3.62791
C 3.07011 -8.80008 2.51387
C 3.12075 -9.71333 1.28311
C 4.31249 -9.37874 0.44597
C 4.48218 -7.90385 0.06618
C 5.83988 -7.80757 -0.62382
C 3.40375 -7.39474 -0.91121
N 4.45133 -7.14684 1.31717
O 4.72961 -5.77131 1.13454
H 2.28441 -5.69433 1.24277
H 1.39860 -7.26905 1.22911
H 1.40588 -6.18489 2.60779
H 4.04643 -5.67283 3.40644
H 2.79600 -6.63123 4.24296
H 4.44596 -7.27433 4.13933
H 3.84453 -9.18403 3.18383
H 2.10835 -8.93291 3.01215
H 3.21304 -10.75522 1.59445
H 2.18169 -9.58659 0.73283
H 4.45194 -10.02458 -0.42466
H 5.19796 -9.60891 1.05405
H 5.86187 -8.26227 -1.61273
H 6.64267 -8.27677 -0.04961
H 6.12028 -6.75617 -0.73452
H 3.29026 -6.31134 -0.81518
H 2.41816 -7.79763 -0.68457
H 3.73602 -7.52734 -1.94106
H 5.63354 -5.68209 1.45303
O -4.83545 0.23163 -4.40521
C -4.22492 -0.29041 -3.23034
C -3.98966 0.91349 -2.31269
O -5.21770 1.64029 -2.13822
H -4.67233 -0.38881 -5.13463
H -4.96974 -0.96390 -2.79453
H -3.25305 -0.78373 -3.31519
H -3.17471 1.50875 -2.73778
H -3.73443 0.65222 -1.28420
H -5.68326 1.50555 -2.97634
O -1.97018 2.17494 -6.26785
C -1.00370 1.18440 -5.97021
C -1.50221 -0.25110 -6.21701
O -1.49041 -0.66404 -7.58005
H -2.22996 2.09683 -7.19186
H -0.04202 1.30819 -6.48190
H -0.78179 1.32821 -4.91199
H -2.51169 -0.27877 -5.79315
H -0.98933 -0.99410 -5.60476
H -2.00529 0.00802 -8.04158
O 0.25782 -5.14117 -3.10869
C 1.39109 -4.62243 -3.82013
C 1.00498 -4.30194 -5.25681
O 0.26319 -3.05865 -5.22154
H -0.20813 -4.37123 -2.74527
H 1.88737 -3.76438 -3.35854
H 2.08390 -5.46734 -3.76804
H 0.31092 -5.00745 -5.72322
H 1.88879 -4.15873 -5.88686
H 0.51832 -2.55677 -6.00178
O -2.52907 -3.11122 -4.10818
C -3.21153 -3.84901 -5.07802
C -4.53890 -3.25457 -5.47269
O -4.36539 -1.99135 -6.13784
H -1.66528 -2.89623 -4.47980
H -2.59727 -4.16488 -5.93739
H -3.39619 -4.89589 -4.77120
H -5.09309 -3.08053 -4.54952
H -5.09511 -3.88746 -6.16715
H -4.12363 -2.20946 -7.04282
```

Values from the calculation:
E_LUMO: 0.00637 Eh
HOMO-LUMO gap: 8.37 eV
multiplicity: 1
SMILES string: CC1(C)CCCC(C)(C)N1O.CC1(C)CCCC(C)(C)N1O.CC1(C)CCCC(C)(C)N1O.CC1(C)CCCC(C)(C)N1O.CC1(C)CCCC(C)(C)N1O.OCCO.OCCO.OCCO.OCCO
total charge: 0
total energy: -90950.3103 eV
highest occupied orbital energy: -8.20 eV
energy above the lowest of the compared OMol25 structures with the same formula, charge and spin: 42.1 kcal per mole

***

Record 2
Density functional theory data (ωB97M-V/def2-TZVPD) for 12 unconnected molecules or ions with the total composition C53H122Br3N8O8 in a non-equilibrium geometry.

XYZ file:
```
194
Properties=species:S:1:pos:R:3
C 22.75883 9.01408 12.10004
C 22.12654 8.12321 13.17184
C 23.13392 7.61532 14.25621
C 22.47413 6.98475 15.50235
C 21.74526 8.08907 16.16182
C 20.69843 8.87159 15.35526
N 21.07276 9.07088 13.86493
O 20.65108 9.88189 13.33880
C 20.49745 10.25627 15.96607
C 19.31314 8.03091 15.28126
C 21.30445 7.08048 12.43785
H 22.01789 9.24678 11.40520
H 23.55720 8.57020 11.54644
H 23.10022 9.94176 12.57222
H 23.65867 8.54380 14.51370
H 23.78855 6.91854 13.62857
H 23.20937 6.57528 16.16237
H 21.88638 6.08656 15.14927
H 22.53738 8.83837 16.51886
H 21.19517 7.78185 17.08259
H 20.56738 10.12675 17.07987
H 19.59176 10.76078 15.76130
H 21.34288 10.83398 15.74125
H 18.46639 8.62622 14.80185
H 19.05909 7.86852 16.34957
H 19.50327 7.09247 14.75877
H 20.93151 6.31648 13.15770
H 21.97917 6.55109 11.81354
H 20.49292 7.51990 11.79038
C 16.54976 11.04423 12.93127
C 15.51532 12.33824 12.83335
C 14.30450 12.17949 13.76550
C 14.66057 12.59554 15.21581
C 15.02757 14.00120 15.19300
C 16.36207 14.25558 14.51956
N 16.42793 13.42566 13.14530
O 17.19882 13.78060 12.43408
C 17.56520 13.65208 15.26955
C 16.65765 15.75868 14.14973
C 15.08639 12.47888 11.35238
H 16.07147 10.19150 12.47092
H 16.88890 10.84248 13.97290
H 17.44395 11.31521 12.38887
H 14.04982 11.12801 13.53477
H 13.50340 12.85727 13.46163
H 15.42633 11.96412 15.70714
H 13.77484 12.45262 15.85875
H 15.05522 14.40944 16.20765
H 14.29815 14.62475 14.62381
H 18.41127 13.45230 14.63154
H 17.38008 12.69122 15.84881
H 17.92553 14.37391 16.02847
H 15.89387 16.16909 13.44498
H 17.69076 15.88602 13.81115
H 16.56429 16.28556 15.10909
H 14.54279 11.53530 11.14917
H 15.97398 12.56208 10.75390
H 14.34532 13.25230 11.11480
C 13.40851 14.57594 31.59974
C 14.64150 14.66815 32.48091
C 15.00508 13.23704 32.97405
C 15.20212 12.29190 32.07496
C 17.06348 12.84044 30.88662
C 16.79056 13.88490 29.83479
N 16.09700 15.00546 30.73924
O 16.15251 16.03090 30.47582
C 15.97029 13.54830 28.73850
C 18.18077 14.58026 29.42672
C 14.84260 15.77054 33.27542
H 12.81745 14.46921 32.57037
H 13.17252 13.73102 30.92068
H 13.04892 15.60006 31.40518
H 14.13608 12.83606 33.50334
H 15.53339 13.34163 33.95997
H 14.81828 12.32730 31.19110
H 15.81000 11.41413 32.01908
H 16.90923 11.72274 30.64288
H 17.44475 13.07584 31.75421
H 16.34376 12.66891 28.10341
H 15.73735 14.37745 28.04594
H 14.95495 13.20304 28.92453
H 18.82429 14.13891 28.64546
H 19.00830 14.94854 30.04904
H 17.83956 15.38686 28.86656
H 14.35348 16.69723 32.88622
H 15.76849 15.84669 33.85276
H 13.90776 15.47535 33.82245
C 10.63730 7.42411 21.31235
C 10.99629 8.91334 21.18411
C 10.71523 9.78244 22.41983
C 11.57155 9.42540 23.61123
C 13.03081 9.85140 23.25698
C 13.66548 9.01168 22.12644
N 12.50370 8.97216 20.92424
O 12.90716 8.97490 19.92757
C 13.84981 7.52518 22.39710
C 14.89045 9.82621 21.51553
C 10.31702 9.49256 19.98522
H 9.58529 7.35717 20.88858
H 10.55036 6.96800 22.32175
H 11.27748 6.83462 20.65621
H 9.67264 9.51696 22.61512
H 10.82012 10.85157 22.12443
H 11.52576 8.38728 23.92023
H 11.27735 10.01396 24.47172
H 13.71624 9.92993 24.09532
H 12.92908 10.87437 22.87284
H 14.46625 7.10972 21.64066
H 12.93812 6.93088 22.55101
H 14.44873 7.53932 23.32242
H 14.50683 10.70168 20.99529
H 15.37386 9.26724 20.74016
H 15.55666 10.02823 22.36843
H 10.64620 10.57634 19.81823
H 9.21014 9.50223 20.09982
H 10.58008 8.87959 19.13485
C 15.43172 16.09473 21.91554
N 16.04009 14.88418 21.33964
C 17.31062 15.14577 20.61746
C 16.21939 13.87082 22.44213
C 15.02440 14.30123 20.32231
C 15.74503 13.47902 19.18098
O 16.38998 12.33304 19.71782
H 15.30772 16.81985 21.10865
H 16.13221 16.57593 22.60480
H 14.49983 15.79821 22.37801
H 17.23054 15.80632 19.72473
H 17.82454 14.23367 20.47225
H 17.83123 15.77925 21.35076
H 15.17006 13.74970 22.80254
H 16.83841 14.39334 23.18884
H 16.62388 12.90822 22.00871
H 14.58569 15.13914 19.75330
H 14.25500 13.73072 20.87164
H 16.46256 14.08295 18.58523
H 14.91385 13.15535 18.51833
H 16.47229 11.64175 18.98312
C 29.21225 13.83527 20.88939
C 28.13396 14.76449 20.40965
C 27.25628 15.19150 21.55403
O 26.21952 15.82583 20.91784
C 25.35506 16.49161 21.88818
N 28.75694 16.04122 19.93763
H 29.50432 15.85168 19.28094
H 28.04196 16.72006 19.57633
H 29.14562 16.53175 20.77536
H 28.80222 13.07434 21.55331
H 29.88088 14.31037 21.58747
H 29.81184 13.37340 20.12708
H 27.53672 14.42097 19.57242
H 27.80441 15.91474 22.16421
H 27.04468 14.31260 22.17919
H 25.10910 15.80222 22.71669
H 24.43216 16.79738 21.37327
H 25.93200 17.34335 22.33961
C 14.88286 21.43864 14.24300
C 15.73481 21.73829 15.49368
C 17.16717 21.28351 15.35797
O 17.95026 21.61819 16.51572
C 19.32256 21.12369 16.47022
N 15.76220 23.30879 15.72712
H 15.93956 23.73926 14.83559
H 14.91486 23.66632 16.10727
H 16.48149 23.50629 16.40794
H 14.83530 20.34018 14.22515
H 15.30358 21.86587 13.30418
H 13.87990 21.92674 14.40978
H 15.32260 21.34256 16.42676
H 17.61625 21.73697 14.47873
H 17.17827 20.20075 15.25823
H 19.82942 21.53681 15.60378
H 19.20542 20.04246 16.34489
H 19.69742 21.37322 17.46134
C 10.87693 15.48878 20.76922
C 10.04614 15.90811 22.01635
C 8.90242 16.90075 21.64157
O 7.92126 16.15409 20.92793
C 6.71492 16.89269 20.65683
N 9.39058 14.61069 22.60597
H 10.10888 13.83955 22.43264
H 9.30922 14.90295 23.58012
H 8.45984 14.51453 22.15721
H 10.23837 15.00938 19.99331
H 11.64943 14.82784 21.16923
H 11.24387 16.39974 20.27078
H 10.84105 16.24637 22.66186
H 9.31010 17.75988 21.08517
H 8.42398 17.35080 22.53286
H 6.02630 16.28321 20.09358
H 6.90997 17.73341 19.91004
H 6.23749 17.29415 21.56053
Br 12.61771 13.92648 23.42918
Br 16.30102 17.76224 17.65315
Br 17.06362 9.83324 17.68616
```

Values from the calculation:
E_LUMO: -0.32706 Eh
HOMO-LUMO gap: 5.50 eV
multiplicity: 1
total charge: +5
total energy: -295305.5259 eV
highest occupied orbital energy: -14.40 eV